ORCA calculation (ωB97M-V with the def2-TZVPD basis set) on a cluster of 12 separate species, C48H108O32P4 in total in a non-equilibrium geometry.

Structure (XYZ):
```
192
Properties=species:S:1:pos:R:3:forces:R:3
C 12.7884 10.3709 -23.4772 0.65 -0.21 0.17
C 11.8088 10.8408 -22.6164 -0.25 0.06 -0.38
C 12.0942 11.9055 -21.7834 1.05 -0.34 1.33
C 13.4002 12.4114 -21.7575 0.23 0.13 -0.53
C 14.3720 12.0062 -22.6791 -0.69 0.12 1.54
C 14.0637 10.9463 -23.4880 -0.90 -0.06 -1.60
O 15.0348 10.5634 -24.3769 1.48 -0.25 0.28
O 11.2480 12.2559 -20.7590 0.37 0.47 -0.72
H 12.6366 9.4550 -24.0348 -0.25 0.12 -0.18
H 10.8338 10.3723 -22.5684 0.03 -0.08 -0.04
H 13.6969 13.1114 -20.9841 -0.24 0.23 -0.07
H 15.3583 12.4368 -22.6036 0.07 -0.03 -0.35
H 14.8115 10.2514 -25.2528 -0.91 -0.04 0.14
H 11.7209 13.0060 -20.3325 -0.74 -0.35 0.28
C 16.5066 14.3748 -16.3078 -0.41 -0.78 0.31
C 15.7646 13.6037 -15.3986 0.21 -0.19 -1.22
C 14.5612 14.0483 -14.9035 0.45 0.51 0.92
C 14.1792 15.3781 -15.1038 0.06 -0.44 -0.49
C 14.9531 16.1465 -15.9530 0.06 0.79 -0.25
C 16.1009 15.6659 -16.5592 0.43 0.29 0.17
O 16.8537 16.5652 -17.2911 -0.41 -0.63 -0.14
O 13.8169 13.2122 -14.1046 -0.34 0.10 0.30
H 17.3012 13.8990 -16.8724 0.34 0.20 0.28
H 16.0687 12.5906 -15.1628 0.10 -0.02 -0.07
H 13.3026 15.7914 -14.6257 -0.07 -0.10 0.00
H 14.7467 17.1826 -16.2011 -0.36 -0.02 0.33
H 17.5330 16.0573 -17.7493 0.11 0.20 0.00
H 14.4082 12.7713 -13.4792 0.01 0.00 -0.12
C 16.9802 14.5677 -20.8764 0.89 -0.51 0.50
O 16.6774 14.2816 -22.2434 -0.11 0.17 0.32
P 17.0106 15.3739 -23.3307 -0.22 0.34 -0.81
O 18.1645 16.2470 -23.0780 -0.26 -0.43 0.06
O 17.0710 14.5126 -24.6805 -0.54 0.31 0.56
C 17.9037 13.3693 -24.7415 1.62 -0.37 0.91
O 15.6139 16.1282 -23.4480 0.59 -0.29 -0.21
C 15.4615 17.1070 -24.4819 0.02 0.57 0.10
H 16.2877 14.0376 -20.2242 -0.31 0.14 -0.25
H 17.0204 15.6285 -20.6337 -0.29 0.05 -0.23
H 17.9727 14.1538 -20.6768 0.00 0.10 0.06
H 18.6805 13.5013 -25.4950 -0.54 -0.10 -0.52
H 17.3637 12.4259 -24.7950 -0.38 0.27 -0.50
H 18.5231 13.2595 -23.8401 -0.29 0.22 0.18
H 14.7336 16.7275 -25.1949 0.01 0.14 -0.04
H 16.3939 17.3758 -24.9817 0.10 -0.42 -0.01
H 15.1348 18.0364 -24.0147 -0.33 -0.15 -0.02
C 19.8143 8.5296 -13.1086 -0.90 -0.54 -0.32
O 20.0318 9.7748 -12.4566 0.71 0.45 0.38
P 21.0656 10.8478 -13.0866 -0.65 -0.07 0.55
O 22.4668 10.4201 -13.1106 -0.68 0.35 -0.06
O 20.4124 11.1786 -14.4760 0.73 -0.14 -0.83
C 19.1230 11.7588 -14.5301 -1.49 0.23 0.96
O 20.6670 12.1771 -12.2476 0.90 -0.66 -0.36
C 21.2695 12.3074 -10.9742 -0.11 -1.06 2.13
H 20.4960 8.3336 -13.9359 0.06 0.22 0.00
H 18.7775 8.5478 -13.4595 0.13 0.06 -0.42
H 19.8314 7.6620 -12.4466 0.47 0.37 0.45
H 19.0095 12.4871 -15.3308 0.54 0.02 0.03
H 18.9067 12.1962 -13.5574 -0.03 0.60 -0.30
H 18.3070 11.0397 -14.6319 0.57 -0.40 -0.45
H 21.1615 11.3708 -10.4076 0.03 -0.14 -0.28
H 20.7287 12.9897 -10.3174 -0.15 0.50 -0.69
H 22.3361 12.5190 -10.9029 -0.03 0.31 -0.87
C 14.7388 6.2235 -23.5513 1.03 0.19 0.31
O 13.5350 5.4848 -23.3882 -0.32 -0.26 1.06
P 12.3604 6.1807 -22.5861 -1.22 0.64 -1.03
O 11.7582 7.2958 -23.3298 0.17 0.30 0.37
O 11.3436 4.9579 -22.4350 1.10 -0.01 -0.23
C 10.0240 5.1834 -21.9969 -1.43 -0.04 1.99
O 12.9019 6.6224 -21.1330 -0.35 -1.08 -0.99
C 13.1387 7.9902 -20.8852 -0.11 1.71 0.26
H 15.4948 5.4936 -23.8364 -0.11 0.20 -0.53
H 15.1551 6.6576 -22.6343 -0.54 -0.18 0.29
H 14.6172 7.0602 -24.2393 -0.05 -0.32 -0.32
H 9.3052 5.7396 -22.5991 0.91 0.46 -0.62
H 10.0596 5.6186 -20.9923 -0.05 0.39 -0.15
H 9.4682 4.2630 -21.7939 0.79 -0.51 -0.40
H 12.2828 8.6370 -21.1009 -0.25 -0.45 0.07
H 13.9266 8.4551 -21.4869 0.24 -0.56 -0.01
H 13.3838 8.1046 -19.8286 0.11 -0.22 -0.07
C 16.5706 2.4859 -12.3523 -0.17 -1.04 0.13
O 16.5158 3.2467 -13.5585 0.35 0.16 -0.19
P 17.5392 4.4444 -13.7638 0.32 -0.70 -0.10
O 18.3370 4.7698 -12.5671 -0.28 0.15 -0.63
O 18.3828 3.9246 -15.0485 -1.08 0.88 0.96
C 19.6033 4.5942 -15.3232 1.56 -0.29 -0.39
O 16.5996 5.6072 -14.3224 0.63 -0.33 0.05
C 15.9433 6.4734 -13.3961 -0.47 0.44 0.59
H 16.1138 1.5101 -12.5298 -0.43 0.29 -0.31
H 16.0085 3.0045 -11.5805 0.26 -0.02 0.20
H 17.5740 2.1921 -12.0451 0.18 0.75 0.06
H 19.7441 4.8004 -16.3860 -0.77 0.26 -0.03
H 20.4473 3.9231 -15.1352 -0.24 -0.14 0.43
H 19.7902 5.4882 -14.7303 -0.36 0.07 0.01
H 16.1669 6.3120 -12.3396 0.59 -0.35 -0.17
H 14.8622 6.3460 -13.4433 -0.01 -0.02 -0.52
H 16.2187 7.5004 -13.6277 -0.05 0.00 -0.17
C 16.8001 10.6651 -12.2237 0.81 0.02 -2.29
O 16.8132 12.1058 -12.2776 -0.78 -1.13 0.86
C 17.0226 12.6893 -10.9891 1.76 0.07 -0.01
C 16.6142 11.8789 -9.7779 -0.66 -0.34 0.17
O 16.6263 12.7382 -8.6567 -0.36 0.05 -0.39
C 16.0885 12.1644 -7.4904 -0.10 0.11 0.96
H 17.1302 10.3105 -13.2084 -0.17 0.40 -0.26
H 15.8014 10.2310 -12.1875 -0.06 0.10 1.00
H 17.6123 10.2125 -11.6550 -0.49 0.22 0.92
H 16.5822 13.6838 -10.9773 -0.26 -0.11 0.04
H 18.1082 12.8064 -10.8756 0.05 0.39 -0.15
H 17.2850 11.0526 -9.5225 0.11 -0.09 -0.54
H 15.6334 11.4357 -10.0077 -0.20 0.14 0.51
H 16.8157 12.1625 -6.6729 0.24 0.11 -0.19
H 15.7512 11.1285 -7.5715 -0.02 0.02 -0.48
H 15.2529 12.7704 -7.1334 -0.12 -0.04 -0.16
C 15.1171 10.9178 -19.2754 2.07 -0.54 -0.15
O 15.8068 10.1034 -18.3156 -0.22 0.23 -0.39
C 15.1412 10.1090 -17.0761 0.83 -0.34 -0.40
C 15.8643 9.1554 -16.1106 -2.05 0.94 0.79
O 17.1771 9.3799 -15.6601 -0.09 -0.35 -1.34
C 18.0906 8.9008 -16.6426 0.90 -0.64 0.18
H 14.1572 10.4685 -19.5265 -0.54 0.81 0.41
H 15.6917 10.8896 -20.2057 0.06 -0.34 0.04
H 15.2957 11.9382 -18.9289 -1.42 0.31 -0.04
H 14.1148 9.7445 -17.2249 0.06 -0.36 0.22
H 14.9893 11.1060 -16.6396 0.51 0.20 -0.17
H 15.7255 8.1404 -16.4893 0.14 -0.16 0.22
H 15.2275 9.3726 -15.2413 0.12 -0.87 0.36
H 18.1616 9.5476 -17.5145 0.12 0.22 0.16
H 17.8715 7.8936 -17.0190 -0.76 0.06 0.10
H 19.0475 8.7096 -16.1531 0.15 0.74 0.02
C 8.9461 5.3736 -16.7893 -0.80 0.47 0.71
O 9.8416 5.4184 -17.8521 0.40 -0.61 -1.87
C 11.2168 5.7201 -17.5661 -1.89 0.18 1.28
C 11.4176 7.2115 -17.6451 0.50 0.91 -0.32
O 10.8676 7.9186 -16.5465 -0.21 -0.47 0.28
C 11.5438 9.0822 -16.2080 1.11 0.62 0.90
H 7.9563 5.0347 -17.1061 0.31 -0.27 -0.59
H 8.7284 6.3749 -16.4004 0.44 -0.03 0.32
H 9.2369 4.6855 -15.9879 0.33 0.16 0.07
H 11.9343 5.2181 -18.2106 -0.47 -0.18 -0.45
H 11.2921 5.2788 -16.5674 1.05 0.56 0.26
H 10.9407 7.6694 -18.5205 -0.10 -0.67 -0.36
H 12.4817 7.4352 -17.8077 0.16 -0.05 0.55
H 10.9566 9.7144 -15.5408 -0.46 -0.15 -0.29
H 11.9115 9.7006 -17.0357 -0.46 -0.18 -0.34
H 12.4446 8.8720 -15.6057 0.06 -0.28 -0.15
C 22.0344 9.8963 -18.3210 -0.03 -0.83 -0.10
O 23.4103 9.5705 -18.1860 -0.15 0.23 -0.59
C 23.6406 8.2474 -18.5803 -0.13 -0.57 -0.60
C 25.0789 7.8389 -18.5398 1.06 0.02 -0.03
O 25.7588 8.2816 -19.7092 -0.56 -0.37 -0.20
C 27.0355 7.6967 -19.9466 -0.76 1.06 0.36
H 21.8790 10.9528 -18.5179 0.26 0.13 0.47
H 21.5176 9.5170 -17.4350 -0.25 0.47 0.14
H 21.5809 9.3708 -19.1693 0.16 -0.03 -0.16
H 23.3693 8.0295 -19.6263 -0.29 0.57 -0.08
H 23.0221 7.5331 -18.0204 0.12 0.13 0.48
H 25.0865 6.7435 -18.5124 0.15 -0.08 0.14
H 25.6321 8.2476 -17.6884 -0.26 -0.18 0.34
H 27.0143 6.6171 -20.1073 -0.18 -0.06 -0.03
H 27.6872 7.9385 -19.1028 0.30 -0.13 -0.09
H 27.3359 8.2370 -20.8405 0.55 -0.35 -0.04
C 12.3379 2.7208 -20.0987 0.50 0.38 0.26
O 13.7150 2.8969 -19.8010 0.42 -0.85 -0.31
C 14.2881 4.1596 -20.1337 -0.28 -0.83 1.27
C 15.6235 4.2095 -19.4109 0.68 0.86 -0.36
O 16.5989 4.9413 -20.1612 -0.20 0.17 -0.68
C 17.8338 4.9291 -19.5035 0.44 0.12 0.34
H 12.0335 1.7578 -19.6965 0.16 -0.12 -0.07
H 12.1531 2.7572 -21.1716 -0.12 0.08 -0.07
H 11.7510 3.4780 -19.5715 -0.20 0.18 -0.21
H 13.6081 4.8416 -19.6266 0.09 0.85 -0.87
H 14.4731 4.3020 -21.1998 -0.50 0.14 -0.08
H 16.0123 3.1944 -19.2881 -0.27 0.00 0.54
H 15.5230 4.8228 -18.5086 -0.10 -0.87 0.55
H 17.7594 5.3131 -18.4774 -0.21 -0.26 0.15
H 18.5671 5.5889 -19.9689 -0.33 0.00 -0.52
H 18.2594 3.9206 -19.4918 0.00 -0.07 0.18
C 11.8794 12.9305 -17.4356 -0.42 -0.81 0.34
O 12.1412 13.6834 -18.5876 0.64 0.97 0.02
C 11.8109 15.0694 -18.4644 -0.66 -0.24 0.07
C 10.9931 15.4990 -19.6844 1.03 0.50 0.89
O 11.7409 15.1695 -20.8271 0.11 -0.15 0.56
C 11.1684 15.3840 -22.0996 -0.31 -1.00 0.10
H 12.1975 13.4138 -16.5076 0.00 0.13 -0.12
H 12.3930 11.9673 -17.4966 0.23 0.20 -0.22
H 10.8132 12.6706 -17.3887 -0.01 0.24 0.19
H 12.6542 15.7443 -18.2990 0.60 -0.48 -0.49
H 11.2342 15.2362 -17.5490 -0.43 -0.16 -0.13
H 10.9415 16.5863 -19.5569 -0.57 0.15 -0.30
H 10.0077 15.0344 -19.6323 -0.13 -0.05 -0.38
H 11.3222 14.4315 -22.6191 0.29 0.41 -0.45
H 11.6618 16.2278 -22.5829 -0.23 -0.05 -0.16
H 10.0766 15.4669 -22.0693 0.09 0.50 0.19
```
Forces are in eV/Å.

Computed properties:
ΔE to the lowest compared entry with this formula, charge and spin: 0.0 kcal per mole
multiplicity: 1
HOMO level: -7.80 eV
frontier orbital gap: 8.027 eV
net charge: 0
SMILES: COP(=O)(OC)OC.COP(=O)(OC)OC.COP(=O)(OC)OC.COP(=O)(OC)OC.Oc1ccc(O)cc1.Oc1ccc(O)cc1.COCCOC.COCCOC.COCCOC.COCCOC.COCCOC.COCCOC
total energy: -5666.7933 Ha